Entry 1:
Molecular formula: C10H11N2RuSSe5
Method: DFT, ωB97M-V/def2-TZVPD

Output
HOMO-LUMO gap ... 6.0 eV
Electronic energy ... -353673.50544 eV
Molar mass ... 687.15 g mol⁻¹
Highest occupied orbital energy ... -11.14 eV
2S+1 ... 1
Lowest unoccupied orbital energy ... -5.1 eV
Total charge ... +1

XYZ file:
```
30
Properties=species:S:1:pos:R:3:forces:R:3
Ru 0.741918 -1.779168 -2.506071 -0.1 -0.8 0.2
Se -0.560459 -3.538059 -3.286408 0.1 0.3 -0.1
Se 1.003080 -4.127357 -4.973343 -0.3 -0.4 0.0
Se 2.526137 -2.677207 -4.046866 0.5 0.4 0.2
Se 1.548960 -0.557170 -4.318247 0.0 0.0 -0.2
C -2.539070 1.119683 0.404995 -0.3 0.0 0.1
N -1.272130 1.503155 -0.182472 0.2 -0.2 -0.2
C -0.562749 2.651579 0.075498 0.5 0.2 -0.1
C 0.583248 2.589551 -0.644203 -0.2 0.3 0.3
N 0.547776 1.402959 -1.333144 -0.2 -0.3 -0.1
C -0.594782 0.746272 -1.058638 0.0 0.1 0.1
S -1.180058 -0.720679 -1.703049 0.0 0.0 0.1
H -2.789289 1.840924 1.178734 0.0 0.0 0.0
H -2.449082 0.125952 0.843089 0.0 0.1 0.0
H -3.316690 1.115370 -0.359509 0.0 0.0 0.1
H -0.934587 3.400296 0.746802 0.0 0.1 0.1
H 1.406931 3.271375 -0.720043 0.1 0.1 0.0
H 1.260359 1.034949 -1.949795 -0.1 0.1 0.1
Se 1.907489 -2.107171 -0.542235 -0.1 0.1 -0.2
C 1.040552 -1.179511 0.903900 0.0 0.0 0.0
C 1.600330 -0.005472 1.392128 0.1 0.0 -0.1
C 1.061521 0.601923 2.515675 -0.1 0.0 0.0
C -0.032982 0.034980 3.149284 0.0 0.1 0.0
C -0.587406 -1.141609 2.664026 -0.1 0.0 0.1
C -0.052155 -1.754227 1.545686 0.1 -0.1 -0.2
H 2.469906 0.426026 0.916094 0.1 0.0 -0.1
H 1.510121 1.503600 2.904110 0.0 0.1 0.0
H -0.443142 0.498860 4.034959 0.0 0.0 0.0
H -1.426841 -1.596477 3.172423 0.0 0.0 0.0
H -0.466892 -2.683354 1.176626 0.0 0.0 0.0
```
Forces are in eV/Å.

***

Entry 2:
Molecular formula: C3H7NO3S
Method: DFT, ωB97M-V/def2-TZVPD

Output
HOMO-LUMO gap (spin up / spin down) ... 8.7 / 8.7 eV
Electronic energy ... -21688.81326 eV
Molar mass ... 137.16 g mol⁻¹
Highest occupied orbital energy (spin up / spin down) ... -8.97 / -8.96 eV
2S+1 ... 1
Lowest unoccupied orbital energy (spin up / spin down) ... -0.3 / -0.3 eV
Total charge ... 0

XYZ file:
```
15
Properties=species:S:1:pos:R:3:forces:R:3
C 0.723062 -0.303372 -0.524833 0.1 0.4 -0.2
C 0.228745 1.212940 -0.389090 0.6 -0.1 -1.2
C -1.252537 0.500822 1.184743 1.4 -1.7 -1.1
N 0.057896 -1.179168 0.359545 -1.6 1.1 1.2
O -2.482840 0.794651 -1.135544 -0.1 0.2 -0.5
O -2.500350 -1.437691 0.036340 -0.9 0.7 0.2
O -0.327983 1.382529 0.880547 -0.9 0.0 0.6
S -2.758088 0.141863 0.133667 0.6 -1.0 0.4
H 0.482214 -0.610728 -1.546509 0.1 0.2 0.0
H 1.809863 -0.297544 -0.400252 -0.1 -0.1 0.1
H 1.052968 1.921628 -0.470240 -0.1 0.0 0.1
H -0.504921 1.379154 -1.178306 0.1 0.1 0.3
H -1.439548 0.413829 2.246637 0.0 0.0 0.2
H -1.504305 -1.616354 0.064871 0.6 0.2 0.1
H 0.546096 -1.274536 1.244772 0.0 0.0 -0.1
```
Forces are in eV/Å.